# 1
DFT (ωB97M-V/def2-TZVPD) results for 6 unconnected molecules or ions with the total composition C37H59F9N2O25S8 at a distorted geometry.

Geometry (Å):
1 C 1.13 -1.62 2.24
2 C 1.21 -3.01 1.54
3 C -0.10 -3.33 0.79
4 C -0.05 -3.46 -0.74
5 C 1.09 -4.31 -1.28
6 C -0.18 -2.11 -1.46
7 C 1.00 -1.19 -1.18
8 C 1.59 -0.41 -2.36
9 C 2.48 0.68 -1.77
10 C 3.29 0.29 -0.52
11 C 4.55 1.13 -0.40
12 O 5.38 1.05 -1.54
13 O 2.24 -1.40 -3.16
14 C 3.64 -1.38 -3.31
15 C 4.01 -2.52 -4.27
16 C 0.48 0.18 -3.33
17 C 1.14 0.75 -4.61
18 C 1.08 2.27 -4.90
19 C 2.09 3.13 -4.17
20 S 2.00 4.82 -4.86
21 C 3.35 5.62 -4.04
22 S 4.55 6.21 -4.94
23 N 3.38 5.80 -2.64
24 C 3.57 7.01 -2.02
25 C 3.60 6.77 -0.67
26 N 3.42 5.41 -0.45
27 C 3.29 4.87 -1.63
28 C -0.47 1.22 -2.72
29 C -1.44 0.81 -1.62
30 C -2.44 1.92 -1.29
31 F -2.53 2.15 0.04
32 F -2.10 3.11 -1.85
33 C -3.85 1.59 -1.83
34 F -4.61 2.72 -1.80
35 F -3.75 1.23 -3.11
36 C -4.59 0.47 -1.02
37 F -3.80 -0.11 -0.09
38 F -4.94 -0.50 -1.89
39 C -5.89 0.93 -0.31
40 F -6.81 1.28 -1.19
41 F -6.36 -0.09 0.41
42 F -5.62 1.93 0.53
43 S -0.48 -1.28 -3.92
44 O -1.85 -0.87 -4.07
45 O 0.11 -1.80 -5.12
46 O -0.37 -2.44 -2.85
47 H 2.05 -1.05 2.14
48 H 0.84 -1.72 3.28
49 H 0.34 -1.02 1.79
50 H 1.29 -3.73 2.34
51 H 2.09 -3.05 0.91
52 H -0.90 -2.64 1.05
53 H -0.43 -4.30 1.14
54 H -0.97 -3.98 -1.01
55 H 2.08 -3.98 -0.98
56 H 1.07 -4.31 -2.36
57 H 0.92 -5.35 -0.99
58 H -1.12 -1.72 -1.09
59 H 0.77 -0.56 -0.33
60 H 1.81 -1.82 -0.86
61 H 1.82 1.47 -1.44
62 H 3.16 1.13 -2.49
63 H 3.57 -0.76 -0.50
64 H 2.71 0.48 0.38
65 H 5.12 0.81 0.47
66 H 4.29 2.17 -0.20
67 H 6.04 0.36 -1.40
68 H 4.00 -0.45 -3.75
69 H 4.18 -1.54 -2.38
70 H 4.54 -2.16 -5.14
71 H 4.56 -3.29 -3.75
72 H 3.09 -2.98 -4.61
73 H 0.69 0.29 -5.48
74 H 2.19 0.48 -4.67
75 H 0.07 2.67 -4.90
76 H 1.38 2.35 -5.95
77 H 1.95 3.20 -3.10
78 H 3.07 2.74 -4.40
79 H 3.68 7.97 -2.49
80 H 3.74 7.49 0.11
81 H 3.14 3.83 -1.83
82 H 0.05 2.11 -2.37
83 H -1.09 1.57 -3.54
84 H -0.95 0.59 -0.68
85 H -2.03 -0.05 -1.88
86 O 7.12 7.06 4.80
87 S 6.08 6.10 4.92
88 O 5.99 5.23 6.03
89 O 6.03 5.25 3.56
90 C 4.73 5.34 2.96
91 C 4.21 6.69 3.38
92 O 4.66 6.83 4.74
93 H 4.11 4.53 3.35
94 H 4.81 5.24 1.88
95 H 3.13 6.76 3.34
96 H 4.65 7.49 2.79
97 O -6.96 -6.11 -0.60
98 S -7.52 -5.27 -1.60
99 O -7.72 -5.73 -2.92
100 O -6.68 -3.91 -1.63
101 C -7.55 -2.79 -1.40
102 C -8.66 -3.34 -0.54
103 O -8.90 -4.65 -1.06
104 H -7.92 -2.44 -2.36
105 H -7.00 -1.99 -0.91
106 H -9.57 -2.75 -0.59
107 H -8.35 -3.44 0.51
108 O 2.51 -8.34 2.81
109 S 1.58 -7.28 2.96
110 O 2.01 -5.93 3.04
111 O 0.63 -7.63 4.19
112 C -0.75 -7.64 3.77
113 C -0.69 -8.05 2.31
114 O 0.47 -7.38 1.81
115 H -1.15 -6.63 3.88
116 H -1.32 -8.34 4.37
117 H -1.57 -7.73 1.75
118 H -0.55 -9.12 2.19
119 O -2.06 -2.36 4.36
120 S -1.43 -3.51 4.90
121 O -1.15 -4.65 4.11
122 O -2.24 -3.95 6.21
123 C -1.37 -3.98 7.35
124 C -0.32 -2.93 7.04
125 O -0.08 -3.07 5.63
126 H -0.93 -4.98 7.43
127 H -1.93 -3.76 8.25
128 H 0.61 -3.09 7.59
129 H -0.69 -1.92 7.23
130 O -1.27 7.07 3.00
131 S -2.22 6.01 2.99
132 O -2.47 5.23 4.14
133 O -1.88 5.06 1.75
134 C -3.02 4.96 0.87
135 C -3.73 6.28 1.04
136 O -3.61 6.57 2.44
137 H -3.63 4.12 1.20
138 H -2.68 4.79 -0.14
139 H -4.78 6.23 0.76
140 H -3.25 7.08 0.48

The frontier orbital gap comes out at 7.89 eV. Its SMILES is CCC[C@H](C)[C@H]1C[C@@](CCCO)(OCC)[C@](CCCSC(=S)n2ccnc2)(CCC(F)(F)C(F)(F)C(F)(F)C(F)(F)F)S(=O)(=O)O1.O=S1(=O)OCCO1.O=S1(=O)OCCO1.O=S1(=O)OCCO1.O=S1(=O)OCCO1.O=S1(=O)OCCO1. The HOMO energy is -9.2028 eV. Its total charge is 0.

# 2
DFT (ωB97M-V/def2-TZVPD) results for a single C5H13N3O2 molecule at a distorted geometry.

Geometry (Å):
1 C -0.07 -2.20 0.34
2 C -1.06 -1.13 0.86
3 N -0.49 0.12 0.22
4 C -1.41 1.25 0.33
5 C -1.27 2.26 -0.94
6 N 0.77 0.30 0.86
7 O 0.78 0.72 2.03
8 C 1.77 -0.12 0.12
9 O 3.00 -0.15 0.63
10 N 3.91 -1.00 -0.12
11 H 0.83 -2.27 1.03
12 H -0.45 -3.17 0.48
13 H 0.15 -1.98 -0.66
14 H -2.05 -1.05 0.42
15 H -1.16 -1.11 2.00
16 H -1.21 1.94 1.18
17 H -2.48 0.86 0.34
18 H -1.07 1.71 -1.80
19 H -2.04 3.00 -1.05
20 H -0.41 2.89 -0.79
21 H 1.71 -0.55 -0.92
22 H 3.85 -1.79 0.42
23 H 4.92 -0.71 -0.12

The frontier orbital gap comes out at 8.78 eV. The energy above the lowest of the compared OMol25 structures with the same formula, charge and spin is 700.6 kJ/mol. Its SMILES is CCN(CC)/[N+]([O-])=C/ON. The HOMO energy is -7.9572 eV. Its total charge is 0.

# 3
DFT (ωB97M-V/def2-TZVPD) results for a molecular structure, C43H44GeLiN5O4PS at a distorted geometry.

Geometry (Å):
1 Li -0.12 -1.43 -0.04
2 C -1.18 0.99 -4.94
3 C -0.12 0.20 -4.33
4 C 0.92 0.73 -3.62
5 C 1.78 -0.03 -2.83
6 C 1.61 -1.42 -2.73
7 C 0.63 -2.01 -3.53
8 C -0.22 -1.21 -4.25
9 S 2.66 -2.28 -1.58
10 O 3.22 -3.44 -2.23
11 O 3.66 -1.28 -1.21
12 N 1.66 -2.63 -0.43
13 C 2.25 -3.04 0.78
14 C 3.50 -3.64 0.84
15 C 4.09 -3.97 2.07
16 C 3.48 -3.69 3.24
17 C 2.26 -3.06 3.26
18 C 1.56 -2.71 4.41
19 C 0.44 -1.96 4.34
20 C -0.11 -1.63 3.14
21 N 0.55 -1.88 2.02
22 C 1.61 -2.70 2.04
23 H -1.21 2.01 -4.55
24 H -2.16 0.49 -4.80
25 H -1.06 1.12 -6.02
26 H 1.10 1.84 -3.64
27 H 2.46 0.45 -2.19
28 H 0.52 -3.11 -3.41
29 H -0.96 -1.64 -4.94
30 H 4.01 -3.99 -0.05
31 H 5.08 -4.36 2.04
32 H 4.04 -3.98 4.15
33 H 1.99 -3.04 5.38
34 H -0.23 -1.74 5.17
35 H -1.08 -1.17 3.03
36 O -1.89 0.28 1.13
37 C -1.67 0.71 -0.02
38 O -0.94 0.13 -0.88
39 C -2.41 1.95 -0.47
40 C -1.49 2.86 -1.27
41 Ge 0.02 3.65 -0.19
42 C 0.99 2.44 1.03
43 C 0.40 2.26 2.27
44 C 0.98 1.40 3.16
45 C 2.15 0.71 2.85
46 C 2.73 0.93 1.61
47 C 2.17 1.79 0.67
48 C 1.33 4.56 -1.34
49 C 1.44 5.98 -1.32
50 C 2.50 6.59 -1.99
51 C 3.46 5.79 -2.63
52 C 3.31 4.44 -2.71
53 C 2.28 3.80 -2.04
54 C -0.84 5.08 0.91
55 C -2.04 5.66 0.57
56 C -2.51 6.74 1.24
57 C -1.81 7.25 2.30
58 C -0.70 6.60 2.84
59 C -0.22 5.51 2.04
60 H -2.77 2.51 0.37
61 H -3.28 1.62 -1.05
62 H -2.06 3.73 -1.61
63 H -1.24 2.30 -2.15
64 H -0.53 2.77 2.56
65 H 0.55 1.26 4.17
66 H 2.59 -0.06 3.45
67 H 3.63 0.34 1.41
68 H 2.58 1.88 -0.33
69 H 0.72 6.50 -0.74
70 H 2.66 7.67 -1.96
71 H 4.20 6.30 -3.25
72 H 4.02 3.84 -3.30
73 H 2.15 2.73 -2.10
74 H -2.49 5.35 -0.33
75 H -3.38 7.29 0.93
76 H -2.17 8.20 2.74
77 H -0.25 6.97 3.74
78 H 0.69 5.00 2.37
79 C -4.37 -4.51 -0.07
80 N -3.64 -4.42 1.22
81 C -2.59 -3.38 1.04
82 N -1.62 -3.69 0.00
83 C -2.41 -3.86 -1.25
84 N -3.48 -4.79 -1.17
85 C -2.93 -6.22 -0.95
86 P -1.86 -6.40 0.55
87 C -3.07 -5.64 1.73
88 C -0.80 -4.87 0.24
89 H -4.84 -3.59 -0.23
90 H -5.17 -5.30 -0.02
91 H -2.19 -3.28 2.07
92 H -3.07 -2.47 0.85
93 H -1.69 -4.12 -2.02
94 H -2.76 -2.84 -1.50
95 H -2.29 -6.45 -1.80
96 H -3.82 -6.77 -1.00
97 H -2.67 -5.42 2.73
98 H -3.91 -6.29 1.88
99 H -0.20 -5.05 -0.65
100 H -0.13 -4.72 1.10

The frontier orbital gap comes out at 7.31 eV. The HOMO energy is -4.8879 eV. Its total charge is -1.

# 4
DFT (ωB97M-V/def2-TZVPD) results for a molecular structure, C32H46AuN8O2SbSi.

Geometry (Å):
1 Au -0.36 -0.47 -0.39
2 C 5.01 -1.25 -0.83
3 N 3.78 -0.55 -0.53
4 C 2.60 -0.73 -1.11
5 N 1.66 -0.20 -0.35
6 C 2.34 0.31 0.72
7 N 3.63 0.10 0.64
8 C 5.01 -2.65 -0.25
9 C 6.20 -3.38 -0.20
10 C 6.19 -4.70 0.26
11 C 5.00 -5.30 0.65
12 C 3.83 -4.57 0.62
13 C 3.84 -3.25 0.18
14 C 2.54 -5.18 0.95
15 N 2.25 -6.43 1.06
16 N 0.88 -6.50 1.29
17 C 0.46 -5.28 1.31
18 O 1.46 -4.38 1.10
19 C -0.91 -4.80 1.49
20 C -1.97 -5.67 1.22
21 C -3.27 -5.23 1.42
22 C -3.50 -3.96 1.93
23 C -2.45 -3.10 2.22
24 C -2.79 -1.75 2.79
25 N -1.64 -0.95 3.18
26 C -1.22 0.21 2.67
27 N -0.11 0.60 3.29
28 C 0.08 -0.39 4.20
29 N -0.82 -1.34 4.18
30 C -1.15 -3.52 1.98
31 H 5.83 -0.65 -0.43
32 H 5.12 -1.30 -1.91
33 H 2.44 -1.25 -2.04
34 H 1.86 0.82 1.54
35 H 7.13 -2.93 -0.52
36 H 7.11 -5.25 0.29
37 H 4.98 -6.33 0.99
38 H 2.90 -2.71 0.18
39 H -1.76 -6.66 0.85
40 H -4.10 -5.89 1.20
41 H -4.52 -3.63 2.09
42 H -3.44 -1.86 3.66
43 H -3.30 -1.17 2.02
44 H -1.72 0.71 1.86
45 H 0.90 -0.40 4.90
46 H -0.32 -2.87 2.20
47 C -4.90 -1.64 -0.91
48 Si -3.56 -0.33 -1.03
49 C -4.24 1.27 -0.32
50 C -3.12 -0.03 -2.83
51 O -2.29 -0.84 -0.16
52 H -5.79 -1.36 -1.48
53 H -5.20 -1.80 0.13
54 H -4.54 -2.60 -1.30
55 H -5.11 1.63 -0.88
56 H -3.48 2.05 -0.35
57 H -4.55 1.14 0.72
58 H -3.99 0.26 -3.42
59 H -2.68 -0.92 -3.28
60 H -2.39 0.79 -2.91
61 C -2.45 4.83 -2.39
62 C -1.52 5.01 -1.20
63 C -2.30 5.42 0.04
64 Sb -0.42 3.17 -0.84
65 C 0.72 3.26 -2.70
66 C 0.05 2.36 -3.74
67 C 2.18 2.87 -2.51
68 C 1.14 3.98 0.45
69 C 1.54 5.41 0.10
70 C 0.74 3.87 1.92
71 H -3.04 5.74 -2.57
72 H -3.16 4.01 -2.23
73 H -1.90 4.61 -3.31
74 H -0.78 5.78 -1.44
75 H -3.01 4.64 0.34
76 H -2.88 6.33 -0.15
77 H -1.65 5.62 0.90
78 H 0.66 4.30 -3.03
79 H 0.08 1.31 -3.42
80 H 0.57 2.42 -4.70
81 H -0.99 2.61 -3.91
82 H 2.26 1.87 -2.08
83 H 2.72 3.56 -1.87
84 H 2.69 2.84 -3.48
85 H 1.99 3.32 0.27
86 H 0.73 6.11 0.31
87 H 1.81 5.52 -0.96
88 H 2.40 5.72 0.69
89 H -0.13 4.49 2.15
90 H 1.56 4.21 2.57
91 H 0.49 2.85 2.22

The frontier orbital gap comes out at 7.84 eV. The energy above the lowest of the compared OMol25 structures with the same formula, charge and spin is 20.0 kJ/mol. The HOMO energy is -7.8492 eV. Its total charge is 0.